The following is a DFT calculation (the ωB97M-V functional and the def2-TZVPD basis) of a 14-piece molecular cluster, C98H214N10O14 overall.

Each line ends with the Mulliken charge.
Positions of all 336 atoms, in Å:
C (-14.72, 27.82, 16.37)  -0.262
C (-13.62, 28.64, 17.01)  2.273
C (-12.38, 27.76, 17.33)  -0.828
C (-11.50, 27.45, 16.13)  0.484
C (-11.04, 28.75, 15.46)  -1.599
C (-12.31, 29.54, 14.97)  1.771
N (-13.17, 29.77, 16.14)  0.312
O (-14.25, 30.60, 15.82)  -0.437
C (-11.85, 30.87, 14.43)  -2.267
C (-13.07, 28.82, 13.86)  -1.219
C (-14.09, 29.26, 18.35)  -1.456
H (-15.39, 27.34, 17.11)  -0.812
H (-14.25, 26.98, 15.84)  -0.733
H (-15.27, 28.34, 15.60)  1.051
H (-11.73, 28.37, 17.99)  0.791
H (-12.76, 26.84, 17.85)  -0.911
H (-12.02, 26.85, 15.41)  -0.635
H (-10.68, 26.91, 16.56)  0.266
H (-10.38, 28.55, 14.61)  0.457
H (-10.63, 29.39, 16.24)  0.335
H (-12.63, 31.50, 14.11)  0.530
H (-11.29, 31.40, 15.21)  0.433
H (-11.22, 30.78, 13.56)  0.423
H (-13.07, 27.75, 13.97)  -0.073
H (-14.15, 29.08, 13.78)  0.161
H (-12.67, 29.14, 12.92)  0.562
H (-14.06, 28.45, 19.10)  -0.335
H (-15.12, 29.62, 18.23)  0.562
H (-13.39, 30.02, 18.62)  0.561
H (-14.10, 31.43, 16.31)  0.364
C (-10.53, 21.20, 15.96)  -1.868
C (-11.89, 21.72, 15.50)  1.766
C (-11.97, 21.65, 14.02)  -0.626
C (-12.27, 20.17, 13.51)  -1.207
C (-13.54, 19.67, 14.23)  -0.624
C (-13.44, 19.68, 15.72)  2.060
N (-13.09, 21.04, 16.10)  1.183
O (-12.96, 21.08, 17.53)  0.545
C (-14.76, 19.37, 16.35)  -0.270
C (-12.39, 18.65, 16.25)  -1.927
C (-11.96, 23.15, 15.93)  -1.023
H (-9.76, 21.97, 15.86)  0.610
H (-10.26, 20.31, 15.42)  0.404
H (-10.55, 20.79, 16.95)  0.106
H (-12.76, 22.36, 13.72)  -0.307
H (-10.99, 22.02, 13.75)  0.658
H (-11.43, 19.53, 13.78)  0.576
H (-12.33, 20.06, 12.42)  0.496
H (-13.90, 18.67, 13.90)  0.480
H (-14.38, 20.31, 13.97)  0.016
H (-14.83, 19.42, 17.42)  -1.203
H (-15.48, 20.08, 15.97)  -0.857
H (-15.17, 18.38, 16.11)  0.593
H (-12.12, 18.85, 17.28)  0.035
H (-12.82, 17.68, 16.17)  0.579
H (-11.41, 18.70, 15.71)  0.329
H (-11.13, 23.74, 15.48)  0.807
H (-11.83, 23.29, 17.02)  -0.623
H (-12.89, 23.73, 15.66)  -0.562
H (-13.51, 21.84, 17.74)  -0.424
C (-12.76, 19.31, 23.88)  -0.259
C (-12.14, 18.34, 24.93)  2.487
C (-10.96, 17.59, 24.30)  -1.657
C (-9.77, 18.54, 24.12)  0.594
C (-9.29, 18.78, 25.56)  -1.421
C (-10.35, 19.56, 26.40)  1.697
N (-11.66, 18.91, 26.20)  0.156
O (-12.69, 19.65, 26.78)  -0.495
C (-10.04, 19.56, 27.89)  -2.203
C (-10.22, 21.07, 25.98)  -1.297
C (-13.27, 17.40, 25.31)  -2.050
H (-13.63, 19.86, 24.27)  0.672
H (-13.15, 18.68, 23.05)  -0.706
H (-12.13, 20.08, 23.34)  -0.342
H (-10.57, 16.83, 24.96)  0.591
H (-11.21, 17.07, 23.38)  0.260
H (-10.08, 19.48, 23.68)  -0.587
H (-8.94, 18.13, 23.47)  0.365
H (-8.43, 19.48, 25.53)  0.439
H (-9.06, 17.84, 26.04)  0.365
H (-9.14, 20.09, 28.14)  0.442
H (-10.76, 20.15, 28.40)  0.449
H (-10.01, 18.61, 28.33)  0.435
H (-10.98, 21.72, 26.42)  0.280
H (-9.25, 21.46, 26.33)  0.567
H (-10.26, 21.15, 24.89)  0.015
H (-13.59, 16.86, 24.38)  0.288
H (-14.15, 17.89, 25.69)  0.291
H (-12.95, 16.69, 26.06)  0.519
H (-12.75, 20.45, 26.24)  0.306
C (-13.14, 15.92, 20.25)  -2.545
C (-14.56, 16.39, 20.24)  2.594
C (-14.72, 17.50, 19.23)  -1.547
C (-16.16, 17.95, 19.08)  0.497
C (-16.83, 16.79, 18.41)  -1.039
C (-16.72, 15.38, 19.22)  1.558
N (-15.32, 15.26, 19.70)  0.200
O (-15.26, 14.12, 20.61)  -0.553
C (-17.85, 15.29, 20.31)  -1.692
C (-16.93, 14.20, 18.24)  -1.888
C (-14.91, 16.71, 21.70)  0.161
H (-13.03, 15.10, 20.96)  0.573
H (-12.51, 16.75, 20.63)  0.288
H (-12.75, 15.62, 19.28)  0.364
H (-14.13, 18.41, 19.50)  -0.284
H (-14.35, 17.11, 18.31)  1.002
H (-16.29, 18.83, 18.42)  0.206
H (-16.62, 18.13, 20.03)  0.084
H (-16.36, 16.68, 17.41)  -0.029
H (-17.93, 16.84, 18.29)  0.169
H (-18.83, 15.56, 19.92)  0.391
H (-17.89, 14.27, 20.73)  0.380
H (-17.62, 15.92, 21.12)  0.297
H (-16.13, 14.28, 17.47)  0.392
H (-16.79, 13.29, 18.84)  0.501
H (-17.95, 14.21, 17.80)  0.311
H (-15.81, 17.32, 21.87)  -0.413
H (-14.03, 17.25, 22.12)  -1.000
H (-15.10, 15.75, 22.21)  0.860
H (-14.93, 13.34, 20.13)  0.365
C (-18.29, 26.19, 17.19)  -0.232
C (-19.52, 27.05, 17.42)  2.053
C (-19.32, 28.43, 16.79)  -1.444
C (-19.56, 28.43, 15.24)  0.326
C (-20.93, 27.86, 15.07)  -1.763
C (-21.06, 26.41, 15.52)  2.393
N (-20.74, 26.44, 16.96)  -0.411
O (-20.72, 25.06, 17.38)  0.129
C (-22.46, 25.99, 15.45)  -2.136
C (-20.09, 25.50, 14.72)  -1.189
C (-19.70, 27.35, 18.99)  -1.722
H (-17.95, 26.14, 16.14)  -0.380
H (-18.35, 25.24, 17.66)  -0.640
H (-17.48, 26.64, 17.73)  0.574
H (-20.03, 29.19, 17.22)  0.419
H (-18.32, 28.69, 17.09)  0.393
H (-18.74, 27.90, 14.81)  -0.507
H (-19.53, 29.44, 14.85)  0.541
H (-21.23, 27.85, 14.04)  0.577
H (-21.76, 28.40, 15.60)  0.336
H (-22.75, 26.13, 14.38)  0.431
H (-22.65, 24.95, 15.62)  0.273
H (-23.04, 26.67, 16.02)  0.523
H (-20.55, 25.39, 13.74)  0.727
H (-19.14, 25.96, 14.52)  -0.277
H (-19.96, 24.42, 15.00)  -0.242
H (-20.44, 28.17, 19.07)  0.570
H (-18.72, 27.75, 19.35)  0.095
H (-20.03, 26.56, 19.63)  0.236
H (-21.37, 25.07, 18.09)  0.260
C (-22.87, 21.77, 17.45)  -1.858
C (-22.00, 20.58, 17.05)  1.660
C (-22.65, 19.86, 15.85)  -1.374
C (-21.62, 18.83, 15.31)  -0.705
C (-20.37, 19.55, 14.77)  -0.981
C (-19.66, 20.20, 15.99)  1.297
N (-20.63, 21.06, 16.69)  -0.048
O (-20.01, 21.84, 17.63)  1.969
C (-18.95, 19.09, 16.85)  -1.831
C (-18.54, 21.18, 15.50)  -1.328
C (-21.84, 19.62, 18.26)  -1.799
H (-23.10, 22.36, 16.57)  0.430
H (-22.49, 22.54, 18.12)  0.030
H (-23.75, 21.39, 17.99)  0.415
H (-23.55, 19.35, 16.19)  0.385
H (-22.99, 20.56, 15.11)  0.412
H (-22.09, 18.26, 14.51)  0.412
H (-21.43, 18.12, 16.13)  0.359
H (-20.66, 20.42, 14.12)  0.384
H (-19.75, 18.83, 14.25)  0.383
H (-19.59, 18.29, 17.09)  0.939
H (-18.08, 18.88, 16.21)  0.325
H (-18.49, 19.53, 17.70)  0.106
H (-17.94, 20.63, 14.80)  0.995
H (-18.97, 21.98, 14.88)  0.044
H (-17.90, 21.45, 16.35)  -0.695
H (-21.37, 18.76, 17.88)  0.424
H (-22.80, 19.44, 18.65)  0.618
H (-21.32, 20.11, 19.06)  0.012
H (-20.14, 22.76, 17.32)  -0.328
C (-11.97, 30.87, 24.18)  -1.985
C (-12.51, 29.52, 23.72)  2.035
C (-13.20, 28.88, 25.01)  -2.049
C (-13.92, 27.55, 24.71)  0.836
C (-15.00, 27.92, 23.68)  -2.046
C (-14.44, 28.41, 22.35)  2.724
N (-13.61, 29.69, 22.69)  -0.067
O (-12.94, 30.11, 21.53)  -0.491
C (-13.72, 27.32, 21.57)  0.572
C (-15.60, 28.98, 21.54)  -2.198
C (-11.33, 28.64, 23.19)  -1.651
H (-12.84, 31.55, 24.24)  0.494
H (-11.29, 31.32, 23.48)  0.392
H (-11.52, 30.89, 25.21)  0.328
H (-12.40, 28.72, 25.72)  0.512
H (-13.89, 29.64, 25.45)  0.391
H (-14.45, 27.07, 25.57)  0.433
H (-13.26, 26.79, 24.34)  -0.530
H (-15.52, 28.84, 23.98)  0.400
H (-15.68, 27.07, 23.50)  0.417
H (-13.45, 26.46, 22.20)  -0.900
H (-14.44, 26.95, 20.79)  -1.079
H (-12.83, 27.68, 21.07)  0.641
H (-16.43, 28.27, 21.39)  0.457
H (-16.04, 29.78, 22.07)  0.642
H (-15.23, 29.36, 20.59)  0.226
H (-11.59, 27.58, 23.04)  0.007
H (-10.52, 28.79, 23.92)  0.627
H (-11.00, 29.04, 22.23)  0.438
H (-13.46, 30.84, 21.12)  0.353
C (-16.11, 26.43, 13.07)  -1.766
C (-15.56, 24.98, 12.89)  1.917
C (-16.00, 24.27, 14.20)  -0.581
C (-15.74, 22.76, 14.06)  1.208
C (-16.62, 22.22, 12.87)  -1.841
C (-16.20, 22.92, 11.56)  2.338
N (-16.30, 24.37, 11.76)  0.301
O (-15.99, 25.05, 10.54)  -0.555
C (-14.79, 22.48, 11.14)  -1.978
C (-17.28, 22.56, 10.50)  -2.007
C (-14.05, 25.10, 12.74)  -0.844
H (-15.54, 27.00, 13.85)  -0.020
H (-17.22, 26.47, 13.30)  0.313
H (-16.01, 27.06, 12.18)  0.641
H (-15.56, 24.80, 15.06)  0.378
H (-17.07, 24.33, 14.33)  -0.303
H (-15.89, 22.24, 14.99)  -0.262
H (-14.70, 22.63, 13.75)  -0.864
H (-17.67, 22.40, 12.98)  0.349
H (-16.48, 21.11, 12.72)  0.484
H (-14.17, 22.20, 12.01)  0.621
H (-14.87, 21.60, 10.54)  0.432
H (-14.22, 23.21, 10.57)  0.307
H (-18.20, 22.80, 10.99)  0.435
H (-17.15, 23.14, 9.52)  0.411
H (-17.29, 21.52, 10.18)  0.377
H (-13.57, 25.32, 13.69)  -0.502
H (-13.59, 25.80, 12.02)  0.337
H (-13.59, 24.16, 12.47)  0.169
H (-16.81, 25.47, 10.27)  0.362
C (-9.73, 22.40, 19.22)  -1.987
C (-9.53, 22.93, 20.65)  2.132
C (-8.10, 22.67, 21.16)  -1.934
C (-7.11, 23.47, 20.44)  -0.609
C (-7.37, 24.95, 20.52)  -1.355
C (-8.82, 25.35, 20.06)  1.670
N (-9.74, 24.41, 20.75)  0.054
O (-11.13, 24.75, 20.38)  1.020
C (-9.13, 26.78, 20.48)  -2.002
C (-9.07, 25.32, 18.46)  -1.466
C (-10.45, 22.27, 21.67)  -1.307
H (-10.76, 22.59, 18.86)  -0.153
H (-9.58, 21.30, 19.33)  0.708
H (-8.97, 22.63, 18.45)  0.471
H (-8.06, 22.77, 22.23)  0.509
H (-7.95, 21.61, 21.09)  0.547
H (-7.27, 23.22, 19.39)  0.279
H (-6.08, 23.25, 20.70)  0.493
H (-6.61, 25.58, 20.06)  0.359
H (-7.36, 25.17, 21.62)  0.326
H (-8.76, 26.96, 21.53)  0.349
H (-8.48, 27.48, 19.94)  0.559
H (-10.17, 27.07, 20.45)  0.100
H (-8.75, 26.26, 18.05)  0.745
H (-8.46, 24.50, 18.05)  0.336
H (-10.13, 25.30, 18.28)  -0.036
H (-10.09, 21.25, 21.81)  0.530
H (-11.50, 22.24, 21.37)  -1.230
H (-10.36, 22.85, 22.56)  0.787
H (-11.50, 25.31, 21.06)  -0.433
C (-15.96, 22.11, 22.20)  -1.491
C (-15.28, 21.74, 20.89)  1.484
C (-16.13, 21.06, 19.75)  -0.038
C (-17.16, 22.10, 19.25)  0.225
C (-16.36, 23.30, 18.68)  0.472
C (-15.40, 23.99, 19.70)  2.954
N (-14.59, 22.95, 20.34)  0.637
O (-13.78, 23.53, 21.29)  3.036
C (-14.44, 24.91, 18.95)  0.274
C (-16.15, 24.84, 20.79)  -1.196
C (-14.06, 20.84, 21.15)  0.851
H (-15.20, 22.32, 22.93)  -0.440
H (-16.47, 21.25, 22.61)  0.646
H (-16.69, 22.91, 22.09)  0.217
H (-15.52, 20.63, 18.95)  -0.045
H (-16.70, 20.26, 20.22)  0.447
H (-17.75, 22.35, 20.13)  -0.492
H (-17.86, 21.69, 18.52)  -0.242
H (-17.06, 24.05, 18.20)  -0.604
H (-15.76, 22.90, 17.86)  -0.462
H (-13.72, 24.33, 18.32)  -0.554
H (-14.92, 25.61, 18.25)  -0.358
H (-13.86, 25.54, 19.64)  -0.687
H (-16.43, 25.81, 20.33)  0.119
H (-17.09, 24.38, 21.05)  -0.106
H (-15.68, 25.08, 21.73)  -0.364
H (-14.37, 19.82, 21.48)  0.069
H (-13.33, 21.17, 21.94)  -1.491
H (-13.54, 20.61, 20.22)  -0.787
H (-12.96, 23.64, 20.87)  -1.327
C (-19.53, 18.40, 22.69)  -0.793
C (-19.36, 19.39, 23.84)  -0.305
O (-19.14, 20.81, 23.41)  -0.022
H (-20.26, 18.72, 21.91)  0.306
H (-19.99, 17.43, 23.08)  0.418
H (-18.55, 18.14, 22.32)  -0.047
H (-18.52, 19.08, 24.41)  0.357
H (-20.24, 19.50, 24.53)  0.328
H (-19.66, 20.87, 22.58)  -0.123
C (-16.78, 21.07, 26.45)  -0.702
C (-17.29, 22.51, 26.06)  0.499
O (-18.65, 22.33, 25.85)  -0.626
H (-15.83, 21.03, 26.91)  0.397
H (-16.93, 20.48, 25.54)  -0.110
H (-17.50, 20.72, 27.23)  0.319
H (-16.90, 22.66, 25.08)  -0.525
H (-17.11, 23.23, 26.84)  0.447
H (-18.83, 21.96, 24.97)  0.304
C (-20.60, 24.28, 21.99)  -1.585
C (-20.42, 23.65, 20.66)  0.914
O (-20.21, 22.23, 20.75)  -0.413
H (-20.81, 25.34, 21.74)  0.388
H (-19.71, 24.20, 22.63)  0.213
H (-21.47, 23.83, 22.56)  0.353
H (-19.62, 24.14, 20.07)  -0.288
H (-21.31, 23.74, 20.05)  0.142
H (-20.19, 22.00, 19.82)  -0.188
C (-12.71, 23.91, 24.31)  1.312
C (-13.57, 23.98, 25.55)  -0.468
O (-13.24, 22.81, 26.32)  -0.433
H (-12.77, 24.86, 23.71)  -0.778
H (-13.01, 23.06, 23.68)  -0.676
H (-11.63, 23.73, 24.59)  0.259
H (-14.65, 23.86, 25.32)  0.005
H (-13.35, 24.95, 26.09)  0.394
H (-12.77, 22.99, 27.14)  0.272

Calculated values
E_LUMO: 0.50 eV
Kohn-Sham gap: 0.3171 hartree

***

The following is a DFT calculation (the ωB97M-V functional and the def2-TZVPD basis) of a 3-piece molecular cluster, C8H19Br4NO3PS overall.

Each line ends with the Mulliken charge.
Positions of all 37 atoms, in Å:
O (-0.02, 1.12, 0.49)  -0.277
P (-0.95, 1.35, -0.77)  0.583
O (-1.27, -0.09, -1.39)  -0.483
S (-0.42, 2.62, -2.09)  -0.328
C (-2.50, 1.89, 0.05)  -0.124
C (-3.05, 1.01, 1.19)  -0.682
O (-4.03, 0.04, 0.83)  -0.376
C (-4.56, 0.11, -0.47)  -0.327
C (-4.83, 1.54, -0.86)  -0.645
N (-3.50, 2.20, -1.06)  -0.130
H (0.77, 0.62, 0.18)  0.092
H (-1.52, -0.78, -0.75)  0.366
H (-2.23, 2.86, 0.49)  0.351
H (-2.19, 0.49, 1.62)  0.353
H (-3.46, 1.64, 1.98)  0.363
H (-3.89, -0.36, -1.21)  0.255
H (-5.49, -0.46, -0.46)  0.405
H (-5.37, 2.07, -0.08)  0.322
H (-5.37, 1.60, -1.81)  0.435
H (-3.09, 1.85, -1.94)  0.396
H (-3.57, 3.21, -1.19)  0.363
Br (2.34, -0.58, 2.58)  -0.100
C (4.02, 0.17, 1.95)  -0.462
C (3.78, 1.39, 1.10)  -0.582
Br (3.08, 0.92, -0.65)  -0.159
H (4.53, -0.62, 1.41)  0.237
H (4.59, 0.43, 2.84)  0.370
H (4.71, 1.93, 0.92)  0.416
H (3.06, 2.06, 1.56)  0.350
Br (3.98, -4.12, 1.64)  -0.133
C (4.05, -4.46, -0.27)  -0.566
C (3.77, -3.20, -1.06)  -0.543
Br (1.89, -2.71, -1.02)  -0.101
H (3.33, -5.24, -0.48)  0.375
H (5.06, -4.81, -0.48)  0.355
H (4.02, -3.34, -2.11)  0.376
H (4.32, -2.35, -0.67)  0.254

Calculated values
E_LUMO: -3.04 eV
Kohn-Sham gap: 0.3297 hartree
total charge: +1

***

The following is a DFT calculation (the ωB97M-V functional and the def2-TZVPD basis) of a 2-piece molecular cluster, CH4ClOP overall.

Each line ends with the Mulliken charge.
Positions of all 8 atoms, in Å:
C (0.61, 0.55, 0.02)  -0.812
O (-1.63, -1.28, -0.73)  -0.662
P (-1.06, 0.99, -0.66)  0.428
Cl (-0.61, 1.05, -2.62)  -0.141
H (0.55, 0.68, 1.19)  0.287
H (1.34, 1.11, -0.55)  0.341
H (0.71, -0.54, -0.19)  0.289
H (-2.34, -0.94, -1.27)  0.269

Calculated values
E_LUMO (spin up / spin down): -0.88 / -0.88 eV
Kohn-Sham gap (spin up / spin down): 0.3349 / 0.3349 hartree

***

The following is a DFT calculation (the ωB97M-V functional and the def2-TZVPD basis) of one molecule with the formula C4H5N3O.

Each line ends with the Mulliken charge.
Positions of all 13 atoms, in Å:
O (-2.38, -0.64, 0.18)  -0.596
C (-1.69, -1.58, 0.52)  0.111
C (-0.25, -1.36, 0.80)  -0.791
C (0.39, -0.25, 0.09)  0.501
N (1.72, 0.00, -0.02)  -0.130
C (1.83, 1.34, -0.39)  -0.043
N (0.68, 1.87, -0.72)  -0.777
N (-0.22, 0.83, -0.48)  0.270
H (-2.27, -2.62, 0.71)  0.279
H (0.26, -2.17, 1.30)  0.293
H (2.48, -0.68, 0.20)  0.244
H (2.79, 1.87, -0.58)  0.348
H (-1.19, 0.98, -0.62)  0.291

Calculated values
E_LUMO: 0.58 eV
Kohn-Sham gap: 0.3058 hartree
SMILES: O=C/C=C1/NC=NN1

***

| no. | calculated total energy (eV) |
| --- | --- |
| 1 | -148648.753 |
| 2 | -316526.396 |
| 3 | -24959.224 |
| 4 | -10745.196 |